# 1
C21H72B3HgNO7 | ωB97M-V/def2-TZVPD

Computed properties:
HOMO energy ... -8.86 eV
Frontier orbital gap ... 0.136 hartree
Lowest unoccupied orbital energy ... -0.18997 Ha
Largest force on an atom ... 0.1018 hartree/bohr

Each line ends with the Mulliken charge.
Atoms and positions in Å:
Hg -0.38503 3.86870 -1.03220  0.826
N 1.06207 -2.74473 -3.19773  -0.399
H 0.88495 -2.18956 -2.37280  0.268
H 0.29039 -2.58900 -3.83046  0.338
H 1.21619 -3.64269 -2.76181  0.368
H 1.84025 -2.41661 -3.75169  0.383
B -2.88911 3.56220 -3.91992  0.273
H -3.81991 4.09531 -4.03679  -0.083
H -2.98699 3.02223 -2.99089  -0.244
H -2.87358 2.91528 -4.78334  -0.212
H -2.01797 4.19716 -3.87344  -0.262
B 2.72148 3.84606 -2.85975  0.178
H 2.86287 3.26383 -1.96239  -0.190
H 2.57700 4.89279 -2.64124  -0.225
H 3.59865 3.64088 -3.45364  -0.061
H 1.88453 3.43157 -3.40008  -0.184
B -0.10450 0.21533 -0.12634  0.478
H 0.87176 0.34382 0.31486  -0.247
H -0.83216 0.78919 0.42633  -0.324
H -0.18034 0.44538 -1.17780  -0.347
H -0.36785 -0.82359 -0.00177  -0.311
C 2.05624 5.06942 5.09705  -1.078
C 1.14462 5.57977 4.03638  0.521
C 1.26586 7.08791 3.82867  -1.383
O 1.45606 4.89145 2.86694  -0.500
H 1.59732 4.25664 5.65997  0.288
H 2.52010 5.80918 5.74949  0.315
H 2.90139 4.58098 4.61204  0.227
H 0.14139 5.31679 4.37175  0.232
H 2.25160 7.51019 3.63348  0.338
H 1.08553 7.60827 4.76930  0.404
H 0.47201 7.51421 3.21536  0.338
H 2.41441 4.90020 2.81134  0.289
C 3.77205 -5.99920 0.69706  -1.307
C 3.98147 -6.77778 -0.61082  0.686
C 4.32071 -8.25037 -0.44958  -1.364
O 2.80007 -6.74958 -1.39350  -0.555
H 3.34575 -4.99767 0.63955  0.321
H 4.76167 -5.91654 1.14640  0.369
H 3.29407 -6.57203 1.49173  0.319
H 4.77673 -6.21545 -1.10014  0.125
H 5.02906 -8.43592 0.35783  0.344
H 4.63834 -8.71388 -1.38358  0.386
H 3.42768 -8.75471 -0.08049  0.366
H 2.92418 -7.29277 -2.17524  0.317
C -0.44900 -3.38904 5.26237  -1.210
C -1.49775 -2.27115 5.32172  0.305
C -1.05061 -0.86345 5.81289  -1.138
O -2.11302 -2.21552 4.04885  -0.501
H -0.06761 -3.51619 6.27552  0.364
H 0.38907 -2.98661 4.69335  0.319
H -0.93723 -4.27129 4.84840  0.294
H -2.12966 -2.67192 6.11428  0.305
H -0.30748 -0.47103 5.11872  0.297
H -0.72251 -0.89533 6.85184  0.346
H -1.88168 -0.15831 5.79896  0.295
H -1.41628 -1.94542 3.44619  0.320
C -5.04251 4.19455 3.46777  -1.160
C -4.78731 3.55396 2.14944  0.325
C -6.05926 3.38385 1.19185  -1.243
O -3.93552 4.44055 1.41440  -0.559
H -6.03140 3.95940 3.86134  0.311
H -4.79425 5.25316 3.54411  0.346
H -4.42935 3.64332 4.18070  0.260
H -4.36782 2.55476 2.26668  0.340
H -5.63901 3.14425 0.21507  0.336
H -6.55507 4.32951 0.97280  0.341
H -6.90438 2.76066 1.48423  0.364
H -4.40279 5.27863 1.38520  0.330
C 7.85288 3.23085 3.19536  -1.308
C 7.16296 2.76411 1.87210  0.389
C 6.45945 1.41148 2.07965  -1.146
O 6.02888 3.60951 1.59079  -0.525
H 8.20028 4.26396 3.20543  0.343
H 8.56260 2.50278 3.58817  0.357
H 7.10802 3.30678 3.98752  0.314
H 7.85181 2.82321 1.02942  0.289
H 7.20351 0.65088 2.31622  0.355
H 5.85711 1.04215 1.24966  0.351
H 5.69928 1.57765 2.84296  0.281
H 5.85901 3.40985 0.66728  0.297
C -5.12964 -4.80817 -2.28386  -1.230
C -4.61485 -4.09738 -1.03747  0.483
C -5.17946 -2.69344 -1.04558  -1.213
O -5.04935 -4.76150 0.18892  -0.543
H -4.80897 -4.24420 -3.15976  0.328
H -6.21741 -4.84232 -2.34439  0.344
H -4.69240 -5.80263 -2.37315  0.315
H -3.53541 -3.95131 -1.07696  0.200
H -6.25232 -2.82417 -1.18694  0.317
H -4.85407 -2.14315 -1.92841  0.345
H -5.00871 -2.27705 -0.05282  0.337
H -4.61994 -4.20310 0.84114  0.318
C -0.84056 -0.49993 -8.43531  -1.200
C -1.95471 -1.46181 -8.04830  0.569
C -1.79870 -2.83841 -8.62244  -1.315
O -1.94829 -1.48876 -6.63904  -0.509
H 0.12476 -0.85682 -8.07627  0.268
H -0.98187 0.44297 -7.90705  0.339
H -0.69804 -0.14121 -9.45467  0.360
H -2.88068 -1.08632 -8.48385  0.173
H -2.51088 -3.58157 -8.26380  0.340
H -0.84065 -3.26018 -8.31855  0.295
H -1.92137 -2.95097 -9.69964  0.362
H -2.23092 -0.63580 -6.30116  0.315

Atoms 1-6, force components in eV/Å:
0.3 -1.3 -1.4
0.0 0.7 0.3
0.0 1.4 0.5
-1.0 -0.8 0.0
-0.2 -1.0 -0.8
0.9 0.1 0.4

***

# 2
C26H31N2O8Ti | ωB97M-V/def2-TZVPD

Computed properties:
Multiplicity ... 2
ΔE to the lowest compared entry with this formula, charge and spin ... 0.0 kJ/mol
HOMO energy (alpha / beta) ... -7.71 / -8.69 eV
⟨S²⟩ ... 0.754
Frontier orbital gap (alpha / beta) ... 0.228 / 0.265 hartree
Lowest unoccupied orbital energy (alpha / beta) ... -0.05505 / -0.05502 Ha
Largest force on an atom ... 0.0654 hartree/bohr

Each line ends with the Löwdin spin population.
Atoms and positions in Å:
O 1.29738 2.19500 -2.00258  0.024
C 1.09678 3.58957 -1.61374  0.001
C 0.57719 3.97238 -2.98329  0.000
H 1.98752 4.13352 -1.30224  0.000
H 0.31556 3.62669 -0.86570  0.000
C 0.63382 2.33704 -3.25264  0.001
H 1.17613 4.71037 -3.53330  0.000
H -0.44916 4.35627 -2.99311  0.000
C 1.17946 1.51539 -4.39418  0.000
H 2.24675 1.26070 -4.37149  0.000
H 0.85180 1.94268 -5.34432  0.000
H 0.69310 0.54181 -4.35152  0.000
C -0.82194 1.92110 -3.25258  0.004
H -1.40647 2.64932 -2.70663  0.000
H -0.94460 0.90840 -2.83884  0.003
H -1.08745 1.92726 -4.32124  0.000
Ti -0.09115 0.04492 0.01569  0.871
C -2.12161 0.11846 0.84605  0.005
C -1.32246 0.91299 1.74709  0.003
C -0.92818 2.10275 1.05818  -0.002
H -1.09106 0.65664 2.77338  0.000
C -1.54696 2.08247 -0.21955  0.018
C -2.25525 0.85715 -0.37886  0.002
H -2.86878 0.58263 -1.23550  0.000
H -2.59058 -0.83237 1.09942  0.002
H -0.25923 2.88530 1.42719  0.000
H -1.57776 2.93708 -0.89248  0.002
C -0.47880 -2.10821 -0.17406  0.008
C -0.96762 -1.58400 -1.40927  0.010
C 0.13381 -1.07086 -2.14356  0.012
H -2.00080 -1.64824 -1.76362  0.000
C 1.31426 -1.18162 -1.34346  0.007
C 0.94916 -1.88227 -0.13875  0.008
H 1.62609 -2.20489 0.64693  0.000
H -1.06875 -2.67293 0.54697  0.003
H 0.11152 -0.78735 -3.19089  0.001
H 2.30322 -0.80353 -1.60774  0.002
O 3.25244 2.61474 -3.10614  0.000
C 3.14984 3.32488 -4.38510  0.000
C 3.88687 4.64667 -4.31019  0.000
H 2.10577 3.47281 -4.64930  0.000
H 3.54423 2.67339 -5.18171  0.000
C 4.64023 4.60325 -2.95703  0.000
H 3.19268 5.50221 -4.35459  0.000
H 4.59872 4.66643 -5.14815  0.000
C 4.21531 3.27637 -2.29793  0.000
H 4.42210 5.43713 -2.27390  0.000
H 5.71096 4.54975 -3.21034  0.000
H 3.80033 3.47160 -1.30106  0.000
H 5.08408 2.62652 -2.16816  0.000
O 2.80518 0.24968 2.89547  0.000
C 1.72925 -0.17670 2.51477  0.002
O 1.17286 0.21227 1.36345  0.001
C 0.98534 -1.18272 3.36898  0.000
C -0.23543 -1.78425 3.05493  0.004
C -0.92242 -2.60267 3.95851  0.001
C -0.36296 -2.89583 5.19686  0.000
C 0.90997 -2.38373 5.47655  0.000
C 1.57781 -1.51050 4.59661  0.000
N 1.56648 -2.79167 6.68238  0.000
O 0.94421 -3.52558 7.47738  0.000
O 2.73526 -2.40090 6.88252  0.000
N -2.22546 -3.11701 3.60305  0.000
O -2.68710 -2.86890 2.45786  0.001
O -2.84563 -3.79014 4.44950  0.000
H -0.72812 -1.61108 2.10656  0.003
H -0.89760 -3.51732 5.90446  0.000
H 2.54351 -1.08071 4.85189  0.000

Atoms 1-6, force components in eV/Å:
-1.1 0.0 1.8
-0.3 -0.8 -0.5
0.0 -0.6 -1.1
0.0 -0.4 0.1
0.2 0.2 0.4
-1.1 1.8 0.3

***

# 3
C20H30I2N6O3PS4Ti | ωB97M-V/def2-TZVPD

Computed properties:
Multiplicity ... 4
ΔE to the lowest compared entry with this formula, charge and spin ... 20.9 kJ/mol
HOMO energy (alpha / beta) ... -0.25 / -2.49 eV
⟨S²⟩ ... 3.779
Frontier orbital gap (alpha / beta) ... 0.142 / 0.224 hartree
Lowest unoccupied orbital energy (alpha / beta) ... 0.13262 / 0.13237 Ha
Charge ... -2
Largest force on an atom ... 0.0217 hartree/bohr

Each line ends with the Löwdin spin population.
Atoms and positions in Å:
Ti -0.56753 0.41786 -0.67550  1.089
I 1.92687 3.49386 -4.08134  0.006
C 2.17626 3.27456 -2.02414  0.032
C 3.16754 3.99260 -1.36585  0.035
C 3.30950 3.87770 0.00562  0.051
I 4.85130 4.97944 0.90874  0.001
C 2.46033 3.06420 0.79115  0.023
C 2.50682 2.89514 2.19692  0.239
C 1.56106 2.06029 2.80634  0.061
C 0.61315 1.40203 2.06044  0.169
N 0.55242 1.52492 0.70281  0.178
C 1.46352 2.34918 0.08428  0.045
C 1.32197 2.42126 -1.32396  0.055
O 0.38033 1.69157 -1.87679  0.011
H 3.82432 4.63968 -1.93010  0.002
H 3.25241 3.41567 2.78011  0.018
H 1.54102 1.93359 3.88130  -0.001
H -0.15125 0.78275 2.51757  0.016
C -2.74184 -1.66669 -5.63113  0.001
C -3.02538 -0.34486 -4.94763  0.007
O -3.75818 -0.55464 -3.73949  0.030
P -3.04002 -0.36253 -2.26347  0.102
S -2.61881 0.40076 0.55600  0.715
S -1.20191 -1.32446 -2.39666  0.011
O -2.42439 1.18319 -2.46407  0.026
C -3.31868 2.28387 -2.29630  0.004
C -2.62997 3.38647 -1.52123  0.001
H -2.20460 -1.50116 -6.56806  0.000
H -3.67376 -2.19055 -5.85081  0.000
H -2.13013 -2.29588 -4.98620  0.000
H -3.64689 0.29009 -5.58858  0.001
H -2.09870 0.19303 -4.73501  0.000
H -4.23497 1.94991 -1.79632  0.001
H -3.58912 2.64029 -3.29831  0.000
H -2.42884 3.06819 -0.49814  0.000
H -3.26465 4.27596 -1.49704  0.000
H -1.68321 3.64151 -2.00064  0.000
N 2.01247 -0.54963 -3.47577  0.000
C 2.79905 -1.25786 -2.48182  0.001
C 2.04053 -1.79692 -1.26940  0.001
N 1.46638 -0.71680 -0.45885  0.008
H 1.61924 0.30002 -3.07485  0.000
H 1.19444 -1.10102 -3.71860  0.000
H 3.59578 -0.58767 -2.13809  0.000
H 3.29738 -2.10607 -2.96623  0.000
H 2.71372 -2.42704 -0.67146  0.000
H 1.21742 -2.43239 -1.60070  0.000
H 2.18062 -0.15257 -0.00780  0.001
H 0.98455 -1.19565 0.31488  0.003
S -0.37121 -3.08421 0.96969  0.003
C -0.21358 -3.18201 2.64641  0.001
N 0.82708 -3.88188 3.18510  0.000
C 1.21379 -3.74227 4.57607  0.000
C -0.05748 -3.71943 5.40697  0.000
C -0.90889 -2.55733 4.93032  0.000
N -1.09519 -2.64064 3.48530  0.000
H 1.51662 -4.13717 2.49880  0.000
H 1.77588 -2.81385 4.73916  0.000
H 1.86046 -4.58077 4.84274  0.000
H 0.16990 -3.60633 6.46752  0.000
H -0.59011 -4.66338 5.26275  0.000
H -0.44135 -1.60532 5.19179  0.000
H -1.89632 -2.55890 5.39063  0.000
H -1.73089 -1.94696 3.09485  0.000
S -2.88387 0.12726 3.91432  0.038
C -1.77301 0.52642 5.09172  0.007
N -0.99940 0.80155 5.92004  0.010

Atoms 1-6, force components in eV/Å:
0.7 0.0 -0.4
0.0 0.0 0.0
0.1 0.0 0.1
0.0 0.1 0.0
-0.1 0.0 -0.1
0.0 0.0 0.0

***

# 4
C8H12BrN3 | ωB97M-V/def2-TZVPD

Computed properties:
ΔE to the lowest compared entry with this formula, charge and spin ... 222.4 kJ/mol
HOMO energy (alpha / beta) ... -6.39 / -6.92 eV
Frontier orbital gap (alpha / beta) ... 0.230 / 0.258 hartree
Lowest unoccupied orbital energy (alpha / beta) ... -0.00471 / 0.00343 Ha
Largest force on an atom ... 0.1647 hartree/bohr

Each line ends with the Mulliken charge.
Atoms and positions in Å:
C 3.19212 -1.71959 1.33974  -0.538
C 1.85696 -2.16204 1.15363  -0.898
C 3.45024 -0.76488 0.37834  -0.440
C 1.29712 -1.35587 0.17181  0.330
C 0.01234 -1.29887 -0.35925  0.113
C -1.98659 0.02139 0.84611  -0.905
C -2.20262 0.74461 -0.22511  0.762
C -1.49485 2.07206 -0.37203  -1.463
N 2.25154 -0.43989 -0.18000  -0.076
N -0.41089 -0.54826 -1.43189  0.141
N -1.72397 -0.21043 -1.49295  -0.840
Br -3.15526 -1.24036 1.73124  -0.157
H 3.87383 -2.30012 1.87236  0.432
H 1.32827 -2.71410 1.83090  0.456
H 4.27839 -0.08512 0.30417  0.347
H -0.84389 -2.00167 -0.04282  0.274
H -1.17434 0.36543 1.61517  0.275
H -3.22822 0.84403 -0.69214  0.313
H -2.16576 2.73761 0.10480  0.444
H -1.58433 2.34287 -1.43437  0.359
H -0.50338 2.13026 0.02810  0.321
H 2.18361 0.09280 -1.03050  0.194
H 0.30185 -0.21434 -2.03626  0.228
H -2.28843 -1.04073 -1.16570  0.328

Atoms 1-6, force components in eV/Å:
-0.8 -0.5 -1.8
1.0 2.2 -1.1
-0.1 0.6 1.6
0.6 0.0 0.6
-4.5 -0.7 -0.1
3.3 -1.6 7.6